The following is a DFT calculation (ωB97M-V/def2-TZVPD) of 2 unconnected molecules or ions with the total composition C18H24N2O7 in a non-equilibrium geometry.

```
51
Properties=species:S:1:pos:R:3
O -0.286 -5.141 -4.119
O -3.547 1.376 0.820
O 4.023 -1.205 1.246
O 1.533 -4.369 -2.197
O -1.441 0.182 4.255
O -0.587 -2.988 -4.739
O 1.906 -1.802 1.853
C -0.030 -3.956 -3.957
C -2.917 0.352 0.607
C 2.924 -1.649 0.962
C 0.906 -3.541 -2.859
C -1.620 1.084 3.446
C 2.666 1.761 -1.602
C 2.952 1.512 -0.249
C 1.366 2.133 -1.988
C 1.940 1.633 0.718
C 0.352 2.257 -1.019
C 0.638 2.009 0.337
N -2.339 2.138 3.855
N -1.707 0.099 1.103
C -3.500 -0.710 -0.295
C -2.639 3.413 3.201
C 2.700 -2.065 -0.490
C 1.072 -2.052 -2.486
C 1.261 -1.787 -0.977
C -0.422 2.219 1.400
C -0.955 0.935 2.055
H -1.143 -3.464 -5.380
H 1.200 -2.308 1.435
H 3.450 1.677 -2.343
H 3.956 1.240 0.053
H 1.150 2.342 -3.027
H 2.174 1.455 1.759
H -0.640 2.567 -1.316
H -2.713 2.016 4.784
H -1.301 -0.788 0.869
H -3.595 -1.643 0.257
H -4.487 -0.384 -0.624
H -2.856 -0.845 -1.160
H -3.065 3.255 2.212
H -1.737 4.021 3.120
H -3.371 3.961 3.796
H 3.406 -1.514 -1.120
H 2.941 -3.127 -0.570
H 0.175 -1.514 -2.808
H 1.914 -1.638 -3.049
H 1.031 -0.734 -0.784
H 0.543 -2.392 -0.412
H -1.247 2.777 0.961
H 0.025 2.841 2.177
H -0.057 0.362 2.288
```

Properties
DFT total energy = -1336.5377 hartree

=====

The following is a DFT calculation (ωB97M-V/def2-TZVPD) of a molecular structure, C18H24N3OPtSSi.

```
49
Properties=species:S:1:pos:R:3
Pt -0.771 -0.577 1.477
O -0.812 -1.416 3.533
C -1.849 -2.368 3.839
C -2.432 -2.881 2.550
C -3.320 -3.945 2.552
C -3.859 -4.377 1.353
C -3.492 -3.737 0.173
C -2.602 -2.691 0.237
N -2.083 -2.273 1.407
H -0.472 -0.993 4.333
H -2.625 -1.883 4.436
H -1.419 -3.192 4.411
H -3.581 -4.423 3.487
H -4.557 -5.203 1.336
H -3.891 -4.044 -0.782
H -2.283 -2.152 -0.645
N 2.143 0.667 -0.156
C 2.151 -0.637 -0.326
S 0.958 -1.720 0.179
N 3.204 -1.220 -1.030
C 4.479 -0.796 -1.264
C 5.110 0.249 -0.534
C 6.394 0.592 -0.847
C 7.087 -0.082 -1.881
C 6.482 -1.144 -2.579
C 5.205 -1.508 -2.272
H 1.359 1.092 0.325
H 2.778 1.285 -0.643
H 2.951 -2.120 -1.429
H 4.613 0.715 0.305
H 6.906 1.364 -0.289
H 8.100 0.214 -2.123
H 7.033 -1.660 -3.353
H 4.713 -2.316 -2.800
C -1.383 4.687 -1.338
Si -2.686 3.449 -0.868
C -3.669 2.776 -2.294
C -3.744 3.995 0.582
C -1.826 1.980 -0.011
C -1.325 0.978 0.559
H -1.892 5.558 -1.762
H -0.694 4.318 -2.096
H -0.817 5.028 -0.471
H -4.209 3.609 -2.750
H -4.410 2.044 -1.969
H -3.050 2.327 -3.070
H -4.271 4.871 0.185
H -3.162 4.306 1.446
H -4.483 3.254 0.877
```

Properties
ΔE to the lowest compared entry with this formula, charge and spin = 0.0 kcal/mol
Net charge = +3
Multiplicity = 5
<S²> = 6.041

=====

The following is a DFT calculation (ωB97M-V/def2-TZVPD) of 2 unconnected molecules or ions with the total composition C18H24N4O2 in a non-equilibrium geometry.

```
48
Properties=species:S:1:pos:R:3
O -0.641 5.293 3.192
O 1.496 0.361 0.953
N 1.439 -4.650 -4.909
C -0.092 4.219 3.371
C 1.172 1.527 1.146
C 0.543 -3.653 -4.957
C 1.954 -4.944 -3.727
C -3.767 0.616 -0.244
C -2.655 -0.243 -0.251
C -3.893 1.591 0.761
C 0.143 -2.945 -3.819
C 1.616 -4.303 -2.544
C -1.670 -0.125 0.745
C -2.907 1.710 1.757
C 0.686 -3.266 -2.577
C -1.788 0.853 1.749
N 2.838 -5.969 -3.759
N 1.435 2.482 0.241
N -0.087 3.309 2.398
C 0.583 3.928 4.696
C 0.280 -2.526 -1.334
C 2.090 2.238 -1.044
C -0.707 0.980 2.809
C 0.444 1.936 2.446
H 0.112 -3.385 -5.916
H -4.527 0.523 -1.007
H -2.560 -0.998 -1.019
H -4.751 2.249 0.769
H -0.585 -2.148 -3.916
H 2.085 -4.606 -1.616
H -0.818 -0.789 0.738
H -3.009 2.461 2.528
H 2.902 -6.524 -2.915
H 2.824 -6.453 -4.650
H 1.175 3.428 0.469
H -0.628 3.563 1.586
H 1.644 3.748 4.536
H 0.119 3.060 5.160
H 0.460 4.792 5.348
H 0.218 -1.452 -1.535
H 1.009 -2.681 -0.532
H -0.697 -2.878 -0.991
H 1.508 1.519 -1.625
H 2.177 3.168 -1.608
H 3.087 1.823 -0.878
H -0.287 -0.009 2.996
H -1.164 1.310 3.742
H 1.193 1.864 3.234
```

Properties
ΔE to the lowest compared entry with this formula, charge and spin = 2.3 kcal/mol

=====

The following is a DFT calculation (ωB97M-V/def2-TZVPD) of a molecular structure, C18H24N4O3Ru in a non-equilibrium geometry.

```
50
Properties=species:S:1:pos:R:3
N 1.053 2.111 -0.727
C 0.774 3.240 -0.738
C 0.624 4.631 -0.462
H -0.440 4.908 -0.492
H 1.195 5.213 -1.203
H 1.043 4.795 0.550
N 2.827 -1.820 -1.386
C 3.717 -2.418 -1.879
C 4.860 -3.180 -1.517
H 5.725 -2.819 -2.094
H 4.631 -4.245 -1.669
H 5.012 -2.967 -0.426
N -1.514 -1.791 -0.712
C -2.656 -2.018 -0.737
C -3.986 -2.451 -0.463
H -3.914 -3.190 0.355
H -4.418 -2.926 -1.357
H -4.595 -1.587 -0.153
Ru 1.032 -0.669 -1.321
C 0.663 -1.814 0.134
O 0.562 -2.478 1.084
C 1.935 0.135 0.130
O 2.495 0.486 1.087
C 1.073 0.940 -3.071
C -0.310 1.025 -2.877
C -1.059 -0.138 -2.876
C -0.416 -1.363 -3.062
C 0.966 -1.459 -3.235
C 1.725 -0.280 -3.235
H 1.669 1.855 -3.134
H -0.825 1.972 -2.614
H -2.137 -0.055 -2.614
H -1.003 -2.285 -3.120
H 1.380 -2.423 -3.446
H 2.775 -0.263 -3.444
C -1.643 1.059 4.775
N -0.986 0.641 3.549
C 0.209 -0.138 3.696
C -1.475 0.969 2.295
C -2.720 1.781 2.193
O -0.868 0.580 1.281
H -1.063 0.676 5.627
H -2.663 0.662 4.847
H -1.694 2.152 4.858
H -0.012 -1.069 4.236
H 0.614 -0.386 2.719
H 0.961 0.428 4.261
H -2.502 2.685 1.624
H -3.457 1.220 1.618
H -3.164 2.066 3.145
```

Properties
Net charge = +4
DFT total energy = -1238.0736 hartree
Multiplicity = 5
<S²> = 6.039